Record 1
{"formula": "C40H21F5O8S", "method": "wB97M-V/def2-TZVPD", "species": ["H", "H", "C", "H", "H", "O", "C", "C", "H", "H", "C", "C", "C", "C", "C", "C", "H", "H", "C", "C", "F", "H", "C", "F", "C", "C", "C", "C", "O", "C", "H", "C", "C", "H", "C", "O", "C", "H", "C", "C", "C", "C", "O", "H", "H", "C", "C", "C", "H", "H", "O", "H", "O", "C", "C", "S", "O", "F", "O", "C", "C", "C", "H", "F", "C", "C", "C", "C", "F", "H", "C", "H", "C", "H", "C"], "positions_angstrom": [[7.82368, 6.17824, 1.37946], [0.66502, 6.01772, 0.63872], [0.74661, 6.73110, 1.44727], [3.98350, -2.78781, -2.59512], [0.22977, -5.39608, -2.41187], [-5.40892, -5.24502, -0.22418], [-1.63773, -4.49042, -1.86001], [0.45187, 1.89788, -0.78808], [-0.22359, 2.73286, -0.68789], [3.15905, 0.50977, 0.68041], [-5.02297, -7.54791, 0.08427], [4.54246, 6.80853, 1.89958], [2.15167, -0.26294, -1.01366], [-2.90111, -4.69980, -1.33250], [2.11112, -2.05065, -3.24382], [5.68474, 6.23098, 1.35941], [8.02800, 7.91458, 3.12900], [-6.91009, -6.90332, 0.86358], [-6.25339, -7.74611, 0.69788], [0.96851, 8.57041, 3.52206], [-3.51384, -1.35657, -0.90295], [-1.16572, 8.69445, 3.43290], [-4.55351, -9.90591, 0.26840], [-2.18968, 0.16800, -0.15640], [3.04846, -1.45310, -1.10225], [-2.38699, -0.69402, -1.15285], [-1.14744, -6.83820, -1.63815], [0.94311, -1.19175, -2.96409], [3.54428, 9.19495, 4.41549], [1.10548, -0.14225, -1.92875], [-3.58839, -3.87598, -1.21215], [-4.64138, -6.17563, -0.35396], [0.25360, 0.96628, -1.79573], [-0.46810, -7.67137, -1.75426], [-0.76029, -5.56122, -2.00642], [3.10432, 5.54342, 0.52742], [-2.82106, -8.43503, -0.73458], [2.14338, -2.61039, -4.16601], [-6.63002, -9.01732, 1.09629], [-3.29045, -5.97728, -0.94956], [3.12586, -2.16800, -2.38744], [1.99889, 7.05596, 1.95413], [3.65019, -1.82039, -0.12629], [5.99909, 8.92610, 4.10895], [5.59061, 5.47714, 0.59010], [1.49951, 1.76825, 0.11963], [-4.16414, -8.62999, -0.11941], [3.44598, 8.38828, 3.51517], [-1.36150, 7.07551, 1.57302], [-3.88994, -10.74229, 0.09782], [-0.82168, 1.21706, -4.26036], [-6.08361, -11.09250, 1.17871], [-0.08396, -1.36160, -3.56504], [7.04968, 7.60105, 2.78950], [3.20698, 6.39474, 1.38753], [-1.14346, 1.28756, -2.86847], [-1.66894, 2.56290, -2.45832], [-3.65491, 0.82144, -2.35787], [-2.07677, -9.37597, -0.91650], [2.11104, 7.98957, 2.98660], [2.34265, 0.67798, -0.00756], [4.65726, 7.77450, 2.90167], [-7.58607, -9.16882, 1.57987], [-2.73166, -0.76445, -3.48123], [-5.78339, -10.09859, 0.87395], [-2.41484, -7.05285, -1.11270], [5.91421, 8.17068, 3.34010], [-2.54621, 0.08946, -2.47964], [-1.39345, -1.57534, -1.19954], [1.05966, 9.28385, 4.32930], [6.93489, 6.62640, 1.80364], [1.63853, 2.48273, 0.91334], [-0.27719, 8.23793, 3.01730], [-1.32944, -3.50597, -2.16083], [-0.38785, 7.32453, 1.97394]], "atomic_forces_ev_per_a": [[0.0, 0.0, 0.0], [0.1, 0.0, 0.0], [-0.1, 0.0, 0.0], [0.1, -0.2, 0.2], [0.0, 0.0, 0.0], [0.0, 0.0, 0.0], [0.0, -0.4, 0.0], [0.0, 0.2, 0.3], [-0.1, 0.0, -0.2], [0.0, 0.0, 0.1], [0.1, -0.1, 0.0], [0.0, 0.1, 0.1], [-0.4, 0.1, -0.5], [0.1, 0.1, -0.1], [0.9, -0.2, 0.1], [0.1, 0.0, 0.0], [0.0, 0.0, 0.0], [0.1, 0.1, -0.1], [-0.1, -0.1, 0.1], [-0.1, 0.0, 0.0], [-0.1, -0.1, 0.0], [0.0, 0.0, 0.0], [-0.1, -0.1, 0.1], [0.3, 0.0, 0.1], [0.0, 0.2, 0.3], [-0.5, 0.1, -0.1], [0.1, 0.1, -0.1], [0.3, -0.2, -0.2], [0.0, 0.0, 0.0], [0.1, 0.6, 0.5], [-0.1, 0.0, 0.0], [-0.2, 0.2, 0.0], [-0.1, -0.6, 0.0], [-0.1, -0.1, 0.0], [-0.1, 0.0, 0.0], [0.0, 0.0, 0.0], [0.1, -0.2, 0.0], [-0.4, 0.0, -0.2], [0.0, 0.0, 0.0], [0.0, -0.1, 0.0], [-0.5, 0.3, -0.3], [0.1, 0.1, 0.1], [0.6, -0.2, 0.3], [-0.1, 0.0, 0.0], [-0.1, 0.0, 0.0], [0.0, -0.6, -0.5], [0.0, 0.1, 0.0], [0.0, 0.2, 0.2], [0.0, 0.0, 0.0], [0.1, 0.1, 0.0], [0.2, -0.9, 0.2], [0.0, 0.0, 0.0], [-0.6, 0.0, -0.2], [0.0, 0.0, 0.0], [0.0, -0.1, -0.2], [-0.1, 2.0, -1.0], [-0.1, -0.4, 0.8], [0.0, 0.3, 0.0], [0.0, 0.0, 0.0], [0.0, -0.1, -0.1], [0.1, -0.1, 0.2], [0.0, -0.1, -0.1], [0.0, 0.0, 0.0], [0.2, -0.1, -0.1], [0.0, 0.0, 0.0], [-0.1, 0.1, 0.0], [0.2, 0.0, 0.0], [0.0, -0.5, 0.2], [0.1, 0.3, 0.3], [0.1, 0.0, 0.0], [0.0, 0.0, 0.0], [0.0, 0.2, 0.0], [0.0, 0.0, 0.0], [0.0, 0.1, -0.1], [0.0, 0.0, 0.0]], "gap_ev": 8.03, "e_tot_ev": -82623.0649, "lumo_ev": -1.750, "smiles": "O=C1C=CC(=O)c2c1cccc2S(=O)(=O)C(F)(F)C(F)(F)F.O=C1c2ccccc2C(=O)c2ccccc21.O=C1c2ccccc2C(=O)c2ccccc21"}

---

Record 2
{"formula": "C40H25As2BiF16GeSSe", "method": "wB97M-V/def2-TZVPD", "species": ["H", "Bi", "C", "H", "F", "F", "H", "H", "C", "H", "C", "C", "F", "C", "C", "H", "F", "C", "C", "C", "C", "H", "C", "H", "C", "H", "F", "H", "C", "F", "F", "C", "C", "H", "C", "C", "F", "C", "C", "C", "F", "H", "C", "H", "C", "F", "H", "C", "C", "H", "C", "C", "C", "C", "H", "F", "As", "C", "H", "H", "C", "S", "H", "H", "C", "Se", "H", "F", "F", "C", "H", "C", "As", "C", "C", "C", "H", "H", "F", "H", "Ge", "C", "F", "C", "C", "F", "C"], "positions_angstrom": [[4.50248, 0.74815, -2.66814], [-0.02929, -0.09841, -0.69519], [-2.40988, -4.94032, -0.89106], [-0.73863, -6.24235, 1.74712], [1.91442, 3.82042, -1.12535], [0.67020, 6.86855, 2.25794], [5.25888, 4.11451, 2.46932], [-1.21287, -2.44014, 1.30945], [-4.39079, -1.37930, 1.34894], [6.28615, 0.16914, 0.15956], [-0.06379, 0.32171, 3.24553], [-0.00976, -4.68240, 0.47339], [-0.57307, 4.58976, 3.34333], [-4.31246, -0.27386, 0.52588], [3.87280, 6.11999, 0.82348], [5.22885, 1.88847, -1.51176], [-0.60589, 7.35865, -0.77917], [2.89292, 6.68261, 1.62063], [-3.08088, 0.05529, -0.02197], [4.47813, 3.37914, 2.31721], [-2.15581, -5.73976, 0.21458], [-5.19770, 0.31583, 0.33113], [-0.89733, 6.52220, -1.79022], [-2.89069, -6.46313, 0.54267], [1.20158, 5.28673, 0.58010], [-3.40003, -3.01781, 2.29999], [-1.59094, 6.72801, -5.31492], [0.46971, 0.23709, 4.19225], [-1.65119, 5.26587, 2.91335], [-5.58278, -1.70334, 1.88714], [-1.42293, 3.02901, -2.46733], [4.32455, 1.33974, -1.77059], [-0.95006, -5.61375, 0.89137], [3.52176, 2.04736, -1.96677], [5.52552, -0.60965, 0.11632], [2.09064, -1.56866, 2.29712], [-3.28679, 6.35813, -0.09588], [3.33619, 3.40183, 3.10561], [-3.29273, -2.16144, 1.64786], [-1.30621, 4.35583, -2.60871], [5.14574, 6.49147, 0.96227], [5.46932, -1.11476, 1.07935], [2.35266, 2.44240, 2.92704], [2.48120, -2.05380, 1.40438], [3.53176, 5.15142, -0.10277], [-0.98448, 8.38430, -3.24485], [0.93072, -4.58247, 1.00219], [-1.50646, 4.86654, -3.88174], [-1.47003, -4.01169, -1.31341], [3.21081, 4.16321, 3.86487], [-2.07094, -1.82286, 1.08274], [4.61744, 2.42170, 1.32516], [-1.95528, -0.72043, 0.24141], [-3.61798, 6.49200, 3.47572], [-0.81792, -0.45973, 3.17318], [-4.45215, 6.99049, 4.38437], [3.77398, 0.13920, -0.33057], [3.63215, 1.46016, 1.11591], [-3.00114, 0.94362, -0.63743], [2.89517, -1.32937, 2.99165], [-1.85613, 5.44360, 1.55447], [-0.68381, 2.46703, 0.69260], [5.80127, -1.33787, -0.64547], [5.50001, 2.43767, 0.69597], [2.21175, 4.75704, -0.20375], [1.01586, -2.55928, -1.17575], [-1.67113, -3.38184, -2.17009], [-1.80191, 4.05845, -4.90170], [-2.26001, 5.58782, 5.17376], [-2.50175, 5.77473, 3.87467], [-3.34448, -5.03779, -1.42857], [-1.39850, 6.22866, -4.09722], [1.18025, 0.06968, 1.78858], [-3.86285, 6.68451, 2.12890], [-1.08897, 7.07124, -3.04219], [-0.27020, -3.86723, -0.62392], [-0.53865, 1.29396, 3.14206], [1.46124, 2.47572, 3.53942], [4.47858, 4.59769, -0.86672], [1.36880, -2.22506, 2.78204], [-0.61917, 4.55734, 0.30359], [1.57962, 6.26454, 1.48121], [-4.93906, 7.36956, 1.73960], [-2.98481, 6.15674, 1.19663], [-1.00084, 5.16632, -1.53083], [3.22217, 7.61566, 2.51648], [2.50985, 1.46297, 1.95081]], "atomic_forces_ev_per_a": [[0.0, 0.0, 0.0], [0.1, 0.2, 0.0], [0.0, 0.0, 0.0], [0.0, 0.0, 0.0], [0.1, 0.0, 0.1], [0.0, 0.0, 0.0], [0.0, 0.0, 0.0], [0.1, 0.0, 0.0], [0.0, 0.0, 0.0], [0.0, 0.0, 0.0], [0.1, 0.0, 0.0], [0.1, 0.0, 0.0], [0.0, 0.0, 0.0], [0.0, 0.0, 0.0], [0.0, 0.0, 0.0], [0.0, 0.0, 0.0], [0.0, 0.0, 0.0], [0.0, 0.0, 0.0], [0.0, 0.0, 0.0], [0.0, 0.0, 0.1], [0.0, 0.0, 0.0], [0.0, 0.0, 0.0], [0.0, 0.0, 0.0], [0.0, 0.0, 0.0], [0.0, 0.0, 0.0], [0.0, 0.0, 0.0], [0.0, 0.0, 0.0], [0.0, 0.0, 0.0], [0.0, 0.0, 0.0], [0.0, 0.0, 0.0], [0.0, 0.0, 0.0], [0.0, 0.0, 0.0], [0.0, 0.0, 0.0], [0.0, 0.0, 0.0], [0.0, 0.0, 0.0], [0.0, 0.1, 0.0], [0.0, 0.0, 0.0], [0.0, 0.0, 0.0], [0.0, 0.0, 0.0], [0.0, 0.0, 0.0], [0.0, 0.0, 0.0], [0.0, 0.0, 0.0], [0.0, 0.0, 0.0], [0.0, 0.0, 0.0], [0.0, 0.0, -0.1], [0.0, 0.0, 0.0], [0.0, 0.0, 0.0], [0.0, 0.0, 0.0], [0.0, 0.0, 0.0], [0.0, 0.0, 0.0], [-0.1, 0.0, 0.0], [0.0, -0.1, 0.0], [0.1, -0.1, 0.0], [0.0, 0.0, 0.0], [0.0, 0.0, 0.0], [0.0, 0.0, 0.0], [-0.1, 0.1, 0.0], [0.0, 0.0, 0.1], [0.0, 0.0, 0.0], [0.0, 0.0, 0.0], [0.0, 0.0, 0.0], [-0.3, 0.0, 0.1], [0.0, 0.0, 0.0], [0.0, 0.0, 0.0], [0.0, -0.1, 0.0], [0.1, -0.1, 0.0], [0.0, 0.0, 0.0], [0.0, 0.0, 0.0], [0.0, 0.0, 0.0], [0.0, 0.0, 0.0], [0.0, 0.0, 0.0], [0.0, 0.0, 0.0], [-0.1, -0.1, -0.1], [0.0, 0.0, 0.0], [0.0, 0.0, 0.0], [-0.1, 0.0, 0.0], [0.0, 0.0, 0.0], [0.0, 0.0, 0.0], [0.0, 0.0, 0.0], [0.0, 0.0, 0.0], [0.1, -0.1, 0.0], [0.0, 0.0, 0.0], [0.0, 0.0, 0.0], [0.0, 0.0, -0.1], [0.0, 0.0, 0.0], [0.0, 0.0, 0.0], [0.1, 0.0, -0.1]], "gap_ev": 7.42, "e_tot_ev": -345577.9491, "lumo_ev": -0.542, "e_above_lowest_kj_mol": 0.0}

---

Q: What is the formula in the first record?
A: C40H21F5O8S